# 1
82
Properties=species:S:1:pos:R:3 method="wB97M-V/def2-TZVPD" gap_ha=0.303 charge=0 lumo_ev=0.1 e_above_lowest_ev=0.0000
C 2.35 2.11 -1.25
O 2.37 1.94 0.18
H 2.33 1.19 -1.83
H 1.48 2.75 -1.44
H 3.22 2.71 -1.52
H 3.14 2.36 0.56
C -0.56 0.37 0.06
O 0.14 0.61 1.26
H -0.01 -0.40 -0.51
H -1.53 -0.13 0.17
H -0.61 1.29 -0.52
H 0.94 1.13 1.12
N -0.06 -2.53 -3.83
C 0.75 -1.67 -4.54
C 1.53 -1.02 -3.63
C 1.40 -1.67 -2.38
C 0.40 -2.61 -2.53
H -0.69 -3.18 -4.26
H 0.63 -1.52 -5.60
H 2.22 -0.22 -3.87
H 1.97 -1.45 -1.50
H -0.02 -3.32 -1.83
C 1.27 0.78 7.27
S 2.04 0.95 5.65
O 2.73 -0.34 5.31
C 0.51 1.02 4.70
H 0.76 1.74 7.43
H 2.01 0.60 8.03
H 0.55 -0.04 7.28
H -0.18 1.80 5.04
H 0.01 0.06 4.80
H 0.79 1.15 3.65
C -2.60 2.75 1.51
S -2.90 1.51 2.82
O -2.54 2.04 4.17
C -4.70 1.63 2.63
H -1.54 3.00 1.56
H -3.18 3.66 1.62
H -2.81 2.20 0.59
H -4.97 1.30 1.62
H -5.02 2.66 2.82
H -5.22 0.99 3.34
C 2.74 -0.81 2.13
S 4.33 -1.67 2.11
O 4.05 -3.04 1.54
C 5.01 -0.68 0.77
H 2.92 0.24 2.35
H 1.95 -1.18 2.77
H 2.35 -0.87 1.11
H 5.84 -1.27 0.37
H 5.39 0.27 1.14
H 4.29 -0.52 -0.03
C 1.27 -4.21 1.86
S 0.07 -3.40 0.77
O -0.81 -4.50 0.27
C -0.84 -2.59 2.10
H 1.92 -3.53 2.40
H 1.88 -4.79 1.15
H 0.82 -4.98 2.49
H -1.43 -3.33 2.63
H -1.45 -1.76 1.74
H -0.15 -2.17 2.83
C -0.34 2.11 -4.06
S 1.14 3.03 -4.59
O 2.18 1.97 -4.74
C 0.54 3.40 -6.27
H -0.25 1.74 -3.04
H -0.44 1.25 -4.72
H -1.29 2.64 -4.23
H -0.27 4.11 -6.12
H 0.18 2.47 -6.71
H 1.37 3.77 -6.86
C -2.59 -0.79 -2.85
S -3.93 0.12 -2.05
O -3.84 -0.33 -0.60
C -5.31 -0.86 -2.68
H -2.50 -0.48 -3.89
H -2.71 -1.86 -2.70
H -1.67 -0.53 -2.32
H -6.07 -0.77 -1.91
H -4.97 -1.89 -2.67
H -5.77 -0.55 -3.61

---

# 2
72
Properties=species:S:1:pos:R:3 method="wB97M-V/def2-TZVPD" gap_ha=0.252 charge=+1 lumo_ev=-3.8
C 0.74 -2.52 3.99
C -0.61 -1.80 3.62
O -0.45 -0.64 2.82
C -0.26 -0.85 1.41
C -0.18 -2.29 0.86
C -1.51 -0.13 0.76
C -1.37 -0.14 -0.80
C -2.31 -1.10 -1.58
C -1.67 -1.39 -2.98
C -1.02 -0.15 -3.61
O -0.70 -0.32 -5.00
C 0.59 0.13 -5.16
C 0.95 1.62 -4.98
O 1.46 -0.63 -5.39
C -2.89 -0.42 1.37
C -3.84 0.81 1.47
O -3.50 1.67 2.56
C -4.09 1.55 0.12
N -5.09 0.83 -0.68
O -1.14 1.26 1.04
C 0.17 1.42 0.68
O 0.57 2.33 0.10
C 0.96 0.12 1.13
C 1.76 0.62 2.42
S 1.07 2.10 3.22
C 2.38 3.37 3.16
C 3.14 3.50 1.80
P 2.33 -0.46 0.05
O 3.23 0.60 -0.44
O 1.84 -1.32 -1.30
O 3.25 -1.46 0.95
H 1.09 -2.16 4.97
H 1.51 -2.39 3.22
H 0.52 -3.60 4.08
H -1.38 -2.51 3.27
H -0.99 -1.43 4.59
H 0.68 -2.85 1.26
H -0.14 -2.36 -0.24
H -1.07 -2.85 1.17
H -0.34 -0.45 -1.09
H -1.51 0.87 -1.23
H -3.26 -0.57 -1.79
H -2.57 -2.03 -1.05
H -2.50 -1.70 -3.66
H -0.98 -2.25 -2.89
H -0.06 0.03 -3.07
H -1.62 0.77 -3.43
H 1.83 1.65 -4.31
H 0.17 2.20 -4.49
H 1.29 2.07 -5.93
H -3.45 -1.20 0.82
H -2.83 -0.82 2.40
H -4.83 0.38 1.76
H -3.20 2.48 2.12
H -3.18 1.81 -0.43
H -4.57 2.52 0.40
H -6.04 1.07 -0.39
H -5.04 -0.17 -0.51
H 1.95 -0.21 3.12
H 2.77 0.90 2.06
H 1.95 4.36 3.38
H 3.14 3.19 3.94
H 4.24 3.49 1.92
H 2.90 2.72 1.06
H 2.92 4.47 1.33
H 1.73 -0.64 -2.00
H 4.18 -1.23 0.80
N 4.58 -1.97 -2.56
H 4.44 -2.15 -3.56
H 3.68 -1.74 -2.12
H 4.97 -2.81 -2.13
H 5.23 -1.19 -2.44

---

# 3
10
Properties=species:S:1:pos:R:3 method="wB97M-V/def2-TZVPD" gap_ha=0.282 charge=-1 lumo_ev=3.9 e_above_lowest_ev=0.6041
I -2.51 -2.23 0.83
O 1.56 0.67 -1.32
C 0.69 0.24 -0.54
N 0.98 -0.76 0.27
C -0.50 0.98 -0.05
H 0.30 -1.46 0.52
H 1.90 -1.15 0.18
H -1.46 0.47 -0.15
H -0.74 1.86 -0.66
H -0.21 1.39 0.92

---

# 4
89
Properties=species:S:1:pos:R:3 method="wB97M-V/def2-TZVPD" gap_ha=0.280 charge=0 lumo_ev=0.0 e_above_lowest_ev=0.7382
Sr -0.17 -0.11 -0.29
C 1.17 5.10 1.97
N 0.84 3.95 2.78
C -0.18 4.16 3.79
C 1.34 2.74 2.47
O 2.17 2.55 1.59
C 0.87 1.56 3.33
O 1.18 0.31 2.77
C 2.53 0.00 2.59
C 2.92 0.04 1.12
O 2.04 -0.01 0.27
N 4.22 0.10 0.78
C 5.26 0.28 1.78
C 4.57 0.17 -0.61
H 1.74 5.82 2.56
H 1.77 4.78 1.12
H 0.24 5.58 1.63
H -0.08 5.18 4.16
H -1.18 4.08 3.37
H -0.05 3.49 4.62
H 1.30 1.65 4.35
H -0.21 1.55 3.44
H 3.17 0.65 3.19
H 2.67 -1.03 2.95
H 5.17 -0.45 2.58
H 6.22 0.12 1.29
H 5.24 1.29 2.19
H 3.74 -0.20 -1.20
H 4.80 1.20 -0.90
H 5.45 -0.45 -0.79
O -1.80 6.65 1.52
C -2.56 6.17 0.66
O -3.43 6.69 -0.03
C -2.18 4.76 0.29
C -1.24 4.51 -0.70
C -0.72 3.23 -0.83
N -1.18 2.22 -0.09
C -2.17 2.42 0.77
C -2.70 3.68 1.00
C -2.69 1.20 1.51
C -4.03 1.09 1.87
C -4.45 -0.05 2.54
C -3.53 -1.04 2.84
C -2.21 -0.85 2.44
N -1.81 0.24 1.79
C 0.32 2.89 -1.87
C 0.96 3.87 -2.63
C 1.85 3.48 -3.61
C 2.11 2.14 -3.82
C 1.46 1.22 -3.00
N 0.60 1.59 -2.06
H -0.89 5.33 -1.31
H -3.46 3.83 1.75
H -4.73 1.87 1.61
H -5.48 -0.16 2.82
H -3.81 -1.94 3.37
H -1.45 -1.58 2.66
H 0.75 4.91 -2.46
H 2.34 4.24 -4.22
H 2.79 1.80 -4.58
H 1.64 0.16 -3.09
C -4.04 -7.74 -1.06
C -3.40 -6.39 -1.20
C -2.80 -5.77 -0.11
C -2.18 -4.54 -0.24
C -2.17 -3.91 -1.48
C -2.77 -4.51 -2.58
C -3.38 -5.74 -2.43
S -1.37 -2.34 -1.65
O -1.47 -1.99 -3.04
O -2.08 -1.44 -0.71
N 0.10 -2.41 -1.11
C 1.09 -2.96 -1.97
C 0.89 -4.11 -2.71
C 1.91 -4.58 -3.50
C 3.12 -3.88 -3.52
C 3.22 -2.75 -2.74
N 2.23 -2.29 -1.98
H -4.28 -7.96 -0.02
H -3.37 -8.53 -1.42
H -4.96 -7.81 -1.64
H -2.81 -6.27 0.85
H -1.71 -4.07 0.61
H -2.75 -4.00 -3.53
H -3.85 -6.20 -3.29
H -0.05 -4.65 -2.67
H 1.77 -5.47 -4.09
H 3.95 -4.21 -4.13
H 4.14 -2.18 -2.72

---

# 5
18
Properties=species:S:1:pos:R:3 method="wB97M-V/def2-TZVPD" gap_ha="0.308 / 0.283" charge=0 lumo_ev="0.3 / -0.1" e_above_lowest_ev=7.3874
C -0.44 1.28 1.49
C -0.18 -1.75 0.81
N 0.77 1.52 0.77
C -1.11 0.58 0.33
N 1.56 -0.14 -2.29
C -0.91 -0.73 0.00
O 0.81 0.14 -1.25
O -1.74 1.41 -0.54
H -1.38 1.24 -1.42
H 1.42 0.75 0.94
H 2.48 -0.51 -2.09
H 1.53 0.54 -3.05
H -0.38 0.66 2.39
H -0.97 2.21 1.71
H -1.47 -1.10 -0.85
H 0.39 -1.31 1.63
H -0.88 -2.48 1.25
H 0.51 -2.31 0.18

---

# 6
16
Properties=species:S:1:pos:R:3 method="wB97M-V/def2-TZVPD" gap_ha=0.285 charge=-1 lumo_ev=3.4 e_above_lowest_ev=0.8648
C 0.99 0.34 0.91
C -0.33 0.51 -0.43
C 1.27 1.31 1.76
C 1.48 -0.67 -1.95
C -0.60 -0.93 -0.75
C 0.77 -1.56 -0.87
N -0.97 1.58 -0.41
O 1.11 0.53 -1.87
O 2.26 -1.20 -2.74
S 1.61 -1.26 0.74
H 2.03 1.21 2.52
H 0.74 2.24 1.69
H -1.19 -1.37 0.06
H -1.14 -1.03 -1.70
H 0.81 -2.62 -1.08
H -1.73 1.63 -1.10

---

# 7
20
Properties=species:S:1:pos:R:3 method="wB97M-V/def2-TZVPD" gap_ha=0.407 charge=+1 lumo_ev=-3.0 e_above_lowest_ev=0.7653
C -0.20 2.02 -0.90
N -0.95 0.74 -0.78
H -0.92 2.78 -1.19
H 0.26 2.25 0.06
H 0.58 1.94 -1.65
H -1.53 0.59 -1.60
H -1.54 0.68 0.06
H -0.31 -0.10 -0.71
H 4.20 3.40 -0.83
H 3.66 1.96 -1.28
O 3.50 2.92 -1.32
H 0.83 -3.41 1.96
H -0.29 -2.38 2.36
O 0.46 -2.52 1.82
H 0.65 -1.92 0.23
H 0.48 -2.17 -1.31
O 0.57 -1.50 -0.65
H -3.44 -2.22 1.35
H -3.23 -1.42 2.61
O -2.80 -1.63 1.77

---

# 8
9
Properties=species:S:1:pos:R:3 method="wB97M-V/def2-TZVPD" gap_ha=0.418 charge=0 lumo_ev=0.5 e_above_lowest_ev=0.6154
C -0.37 0.49 0.50
C 0.43 -0.74 -0.11
H -0.80 1.47 -1.23
H 0.29 0.57 1.38
H -1.32 0.07 0.80
O -0.34 1.59 -0.35
Cl -0.65 -1.34 -1.42
Cl 2.00 -0.18 -0.74
Cl 0.74 -1.93 1.17

---

# 9
20
Properties=species:S:1:pos:R:3 method="wB97M-V/def2-TZVPD" gap_ha=0.334 charge=0 lumo_ev=0.7 e_above_lowest_ev=0.6238
C 0.44 -1.65 0.66
C -0.74 -2.32 0.54
C 0.40 -0.41 0.01
C -0.89 -0.09 -0.45
C 1.65 0.47 -0.34
C -1.88 2.17 0.45
C 2.37 -0.18 -1.51
C -2.45 1.44 1.48
S -1.97 -1.40 -0.25
S -1.38 1.50 -1.06
H 1.34 -2.12 0.84
H -0.90 -3.30 0.77
H 1.44 1.49 -0.52
H -1.93 3.16 0.35
H 3.10 -1.02 -1.33
H 2.84 0.54 -2.10
H 1.60 -0.86 -1.99
H -2.38 0.39 1.50
H -2.85 1.87 2.35
H 2.18 0.34 0.60

---

# 10
81
Properties=species:S:1:pos:R:3 method="wB97M-V/def2-TZVPD" gap_ha=0.290 charge=+2 lumo_ev=-4.8 e_above_lowest_ev=1.2938
In -0.76 0.38 -0.24
O -1.05 -0.88 -1.93
C -1.29 -0.56 -3.19
C -1.02 -1.51 -4.20
C -1.22 -1.22 -5.54
C -1.80 0.00 -5.97
C -2.07 0.95 -4.99
C -1.87 0.65 -3.62
C -2.29 1.69 -2.70
N -2.07 1.76 -1.41
C -2.75 2.84 -0.66
C -1.95 3.23 0.52
N -1.65 1.96 1.27
C -2.15 1.72 2.43
C -2.27 0.40 3.03
C -2.20 0.27 4.39
C -2.48 -0.95 5.01
C -2.69 -2.07 4.26
C -2.70 -2.03 2.80
C -2.55 -0.76 2.23
O -2.73 -0.60 0.87
H -0.55 -2.50 -3.94
H -0.95 -1.93 -6.30
H -2.10 0.13 -7.00
H -2.57 1.86 -5.30
H -2.84 2.53 -3.14
H -3.76 2.47 -0.40
H -2.85 3.68 -1.34
H -2.44 4.00 1.13
H -0.98 3.60 0.25
H -2.60 2.58 2.95
H -1.90 1.11 4.99
H -2.57 -0.99 6.06
H -3.00 -2.93 4.71
H -3.07 -2.82 2.19
C 3.35 -1.47 -3.36
C 2.86 -0.10 -3.06
N 3.12 0.90 -3.88
N 2.47 2.00 -3.35
C 1.83 1.73 -2.18
S 0.84 2.57 -1.11
N 2.14 0.38 -1.98
N 1.59 -0.27 -0.86
H 3.93 -1.49 -4.27
H 2.62 -2.28 -3.37
H 4.11 -1.67 -2.58
H 2.60 2.89 -3.88
H 2.24 -0.20 -0.03
H 1.44 -1.22 -1.17
N -2.85 -3.02 -0.36
C -1.65 -3.83 -0.50
P -0.07 -3.04 0.09
O 1.03 -3.12 -0.94
O -0.33 -1.68 0.69
C 0.51 -4.15 1.41
N 1.88 -3.68 1.70
H -2.76 -1.51 0.47
H -3.67 -3.59 -0.48
H -2.91 -2.38 -1.19
H -1.44 -4.07 -1.53
H -1.71 -4.83 0.02
H 0.51 -5.21 1.10
H -0.06 -4.03 2.27
H 2.36 -4.32 2.30
H 1.86 -2.71 2.10
H 2.39 -3.68 0.81
S 1.08 0.07 2.51
C 2.10 1.45 2.62
N 1.58 2.69 2.65
C 2.40 3.92 2.85
C 3.80 3.74 2.15
C 4.38 2.49 2.76
N 3.40 1.38 2.82
H 0.58 2.77 2.61
H 2.51 4.11 3.95
H 1.91 4.77 2.45
H 4.46 4.57 2.45
H 3.63 3.82 1.09
H 4.69 2.74 3.77
H 5.25 2.06 2.25
H 3.74 0.44 2.99

---

# 11
13
Properties=species:S:1:pos:R:3 method="wB97M-V/def2-TZVPD" gap_ha="0.175 / 0.189" charge=0 lumo_ev="-1.6 / -1.5" e_above_lowest_ev=5.5916
C -1.07 0.60 2.31
C 0.13 0.63 1.68
C 0.17 0.16 0.31
C -0.69 -0.68 -0.36
C -0.24 -0.85 -1.76
O 0.93 0.01 -1.86
C 1.10 0.53 -0.67
H -0.98 0.95 3.36
H -1.56 -1.17 0.08
H 0.10 -1.86 -2.00
H -0.93 -0.51 -2.54
H 1.94 1.22 -0.58
H 1.11 0.99 2.04

---

# 12
19
Properties=species:S:1:pos:R:3 method="wB97M-V/def2-TZVPD" gap_ha=0.322 charge=+1 lumo_ev=-5.7 e_above_lowest_ev=5.3352
C 0.39 0.96 1.55
C 0.53 -0.10 0.70
C 1.10 2.18 1.40
C 1.60 -0.10 -0.37
C 2.02 1.12 -0.21
C 1.76 -1.15 -1.33
N 1.94 2.22 0.35
N -2.52 -0.76 -0.56
N -1.36 -0.60 -0.97
O -3.63 -0.82 -1.08
O -2.63 -0.56 0.81
H -0.37 0.91 2.27
H -0.04 -0.95 0.81
H 0.83 3.03 2.02
H 2.02 -2.10 -0.78
H 2.58 -0.81 -1.99
H 0.73 -1.22 -1.66
H -3.61 -0.66 1.05
H -1.35 -0.59 -2.03